[1]
{"formula": "C5H5NO", "method": "ωB97M-V with the def2-TZVPD basis set", "elements": ["C", "C", "C", "O", "C", "C", "N", "H", "H", "H", "H", "H"], "coordinates": [[2.1756, -0.3256, 0.6185], [1.2121, -0.3967, -0.1095], [0.0352, 0.4114, -0.4682], [0.0152, 0.7817, -1.8287], [-1.2640, -0.2929, -0.1260], [-1.4186, -0.5073, 1.3219], [-1.5715, -0.6866, 2.4548], [3.0192, -0.1639, 1.2303], [0.1419, 1.2756, 0.1940], [0.9387, 0.8316, -2.1143], [-2.0563, 0.3580, -0.4930], [-1.2861, -1.2571, -0.6365]], "homo_lumo_gap_ev": 10.896, "e_homo_ev": -10.548, "smiles": "C#C[C@@H](O)CC#N", "charge": 0, "molar_mass_g_mol": 95.10}

***

[2]
{"formula": "C39H40N5OS2Yb", "method": "ωB97M-V with the def2-TZVPD basis set", "elements": ["Yb", "C", "C", "C", "N", "C", "C", "C", "C", "C", "C", "C", "N", "C", "C", "C", "N", "C", "C", "C", "C", "C", "C", "C", "N", "C", "C", "H", "H", "H", "H", "H", "H", "H", "H", "H", "H", "H", "H", "H", "H", "H", "H", "H", "H", "H", "H", "H", "H", "H", "H", "H", "H", "S", "C", "C", "C", "C", "C", "N", "H", "H", "H", "H", "O", "S", "C", "C", "C", "C", "C", "C", "C", "C", "C", "C", "C", "C", "H", "H", "H", "H", "H", "H", "H", "H", "H", "H"], "coordinates": [[-0.1308, -0.7374, 0.5634], [0.0849, 2.9324, 1.1810], [1.5792, 3.0330, 1.4712], [2.3411, 1.7367, 1.1391], [1.7205, 0.4856, 1.5705], [2.1543, -0.0415, 2.7129], [2.8587, 0.7146, 3.6773], [3.6469, 0.3468, 4.7489], [4.1022, -0.9103, 5.1046], [3.7168, -2.1052, 4.5127], [2.6973, -2.3389, 3.6214], [1.7994, -1.4614, 2.9580], [0.6632, -1.8757, 2.4304], [0.2414, -3.2396, 2.7061], [-1.2189, -3.4902, 2.3073], [-2.1583, -2.3652, 2.7481], [-2.1500, -1.2750, 1.7832], [-2.9963, -0.2789, 1.9603], [-3.7602, -0.0846, 3.1398], [-4.8598, 0.7048, 3.3955], [-5.6522, 1.4110, 2.5008], [-5.3647, 1.6300, 1.1630], [-4.1786, 1.4115, 0.4973], [-2.9908, 0.7598, 0.9046], [-1.8252, 0.9806, 0.3230], [-1.6868, 2.2035, -0.4462], [-0.2489, 2.7085, -0.2957], [-0.4109, 3.8412, 1.5326], [-0.3093, 2.0925, 1.7681], [1.7039, 3.2857, 2.5277], [2.0328, 3.8367, 0.8842], [3.3546, 1.8168, 1.5556], [2.4412, 1.6781, 0.0493], [2.7423, 1.7850, 3.5709], [4.0207, 1.1682, 5.3511], [4.8354, -0.9700, 5.8990], [4.2463, -2.9888, 4.8515], [2.5669, -3.3793, 3.3509], [0.3612, -3.4580, 3.7795], [0.8709, -3.9511, 2.1472], [-1.5372, -4.4275, 2.7704], [-1.3014, -3.6051, 1.2242], [-1.8437, -2.0099, 3.7411], [-3.1797, -2.7631, 2.8520], [-3.3758, -0.6185, 4.0011], [-5.1952, 0.7096, 4.4273], [-6.5747, 1.8346, 2.8770], [-6.1368, 2.1227, 0.5809], [-4.1511, 1.7885, -0.5191], [-2.3839, 2.9768, -0.0859], [-1.9087, 2.0284, -1.5107], [-0.1217, 3.6356, -0.8601], [0.4174, 1.9499, -0.7158], [1.9296, -2.3326, -0.5687], [0.5946, -3.1868, -1.1981], [0.7868, -4.3422, -1.9814], [-0.3008, -5.0315, -2.4457], [-1.5820, -4.5518, -2.1578], [-1.6958, -3.4022, -1.4063], [-0.6520, -2.7251, -0.9186], [1.8010, -4.6520, -2.1750], [-0.1709, -5.9319, -3.0266], [-2.4592, -5.0736, -2.5023], [-2.6708, -2.9964, -1.1576], [0.1823, -0.0824, -1.6773], [0.4101, -0.2888, -3.1360], [2.0854, 0.3415, -3.4493], [2.9941, 0.4274, -2.4111], [4.2707, 0.9041, -2.6649], [4.6228, 1.2957, -3.9470], [3.7142, 1.1781, -4.9889], [2.4454, 0.6830, -4.7425], [-0.4715, 1.1252, -3.8808], [-1.6848, 0.8635, -4.4979], [-2.4421, 1.9137, -4.9942], [-1.9875, 3.2172, -4.8694], [-0.7753, 3.4709, -4.2474], [-0.0191, 2.4267, -3.7426], [2.7033, 0.1107, -1.4194], [4.9904, 0.9604, -1.8616], [5.6117, 1.6861, -4.1365], [3.9974, 1.4712, -5.9900], [1.7303, 0.5753, -5.5428], [-2.0324, -0.1561, -4.5762], [-3.3886, 1.7250, -5.4783], [-2.5812, 4.0379, -5.2483], [-0.4144, 4.4844, -4.1569], [0.9104, 2.6215, -3.2313]], "multiplicity": 2, "homo_lumo_gap_ev": [6.880, 6.889], "e_homo_ev": [-6.601, -6.609], "charge": 0, "molar_mass_g_mol": 831.96}